Entry 1:
DFT (ωB97M-V with the def2-TZVPD basis set) results for a molecular structure, C22H42FeNP3SSe at a distorted geometry.

The HOMO energy (spin up / spin down) comes out at -15.95 / -16.47 eV. The spin multiplicity is 6. Its expectation value of S² is 8.79. The net charge is +3. The value obtained for the HOMO-LUMO gap (spin up / spin down) is 0.25900 / 0.24133 Ha. The calculation puts the total energy at -163394.04526 eV.

```
71
Properties=species:S:1:pos:R:3:mulliken_charge:R:1
Fe -0.785 -1.563 0.356 0.059
P 0.622 3.733 -1.153 1.200
P -2.758 -1.315 -0.389 1.474
P 0.264 -1.763 -1.489 1.339
H 3.284 1.843 0.752 0.456
C 2.565 2.015 -0.058 -1.068
C 1.940 3.391 0.043 -0.271
H 1.537 3.572 1.052 -0.182
C -0.160 5.265 -0.649 -1.256
C -0.609 2.428 -1.131 0.564
C 1.348 3.902 -2.786 -1.255
C -3.891 -2.598 0.286 -1.587
C -3.664 0.204 0.098 -1.188
C -3.225 -1.401 -2.168 -1.588
C 2.079 -1.601 -1.317 -1.087
C 0.027 -0.833 -3.056 -0.984
C 0.144 -3.482 -2.140 -1.241
H 3.058 1.825 -1.021 0.484
H 2.701 4.165 -0.145 0.626
H 0.602 5.973 -0.296 0.427
H -0.883 5.078 0.157 0.323
H -0.679 5.690 -1.518 0.470
H -0.899 2.173 -0.101 -0.433
H -0.234 1.511 -1.606 -0.930
H -1.498 2.773 -1.681 0.605
H 2.381 4.270 -2.702 0.427
H 0.754 4.624 -3.363 0.443
H 1.351 2.935 -3.310 0.353
H -4.684 -2.795 -0.448 0.438
H -4.323 -2.222 1.222 0.439
H -3.330 -3.519 0.494 0.438
H -4.335 0.515 -0.714 0.472
H -2.958 1.017 0.309 0.056
H -4.253 -0.015 0.999 0.425
H -4.300 -1.614 -2.234 0.562
H -2.670 -2.197 -2.681 0.438
H -3.011 -0.439 -2.651 0.344
H 2.549 -2.106 -2.172 0.581
H 2.412 -2.062 -0.378 0.241
H 2.353 -0.538 -1.308 0.137
H 0.688 -1.268 -3.818 0.506
H 0.288 0.223 -2.919 -0.023
H -1.010 -0.896 -3.404 0.397
H 1.119 -3.745 -2.572 0.466
H -0.639 -3.537 -2.908 0.381
H -0.095 -4.182 -1.327 0.348
C 1.195 -3.986 1.617 0.790
C 2.248 -3.112 1.907 -0.350
C 3.534 -3.619 2.141 -0.525
C 3.752 -5.001 2.142 -0.496
C 2.688 -5.883 1.892 -0.586
C 1.413 -5.382 1.632 -0.665
Se -0.600 -3.400 1.186 -0.003
H 1.573 0.966 0.082 -0.163
H 2.055 -2.038 1.960 0.248
H 4.358 -2.929 2.329 0.412
H 4.750 -5.394 2.344 0.404
H 2.849 -6.962 1.902 0.413
H 0.581 -6.056 1.431 0.417
S -0.201 -0.477 2.208 -0.461
C -0.502 1.170 2.509 0.287
N -1.802 1.630 2.493 -0.019
C -2.109 2.954 2.653 -0.260
C -1.109 3.849 2.966 -0.673
C 0.204 3.391 3.132 -0.303
C 0.504 2.054 2.902 -0.646
H -2.538 0.948 2.328 0.244
H -3.159 3.219 2.536 0.481
H -1.352 4.902 3.102 0.544
H 0.988 4.079 3.448 0.559
H 1.505 1.642 3.003 0.525
```

Entry 2:
DFT (ωB97M-V with the def2-TZVPD basis set) results for a molecular structure, C22H43CeCl3O5Si at a distorted geometry.

The HOMO energy comes out at -0.93 eV. The spin multiplicity is 1. The net charge is -2. The value obtained for the HOMO-LUMO gap is 0.18027 Ha. The calculation puts the total energy at -92128.86773 eV.

```
75
Properties=species:S:1:pos:R:3:mulliken_charge:R:1
C -1.799 -3.484 -1.672 0.935
C -3.065 -2.803 -1.693 0.665
C -3.576 -2.775 -0.375 0.421
C -3.795 -2.333 -2.893 -1.627
C -2.644 -3.407 0.479 1.001
C -1.538 -3.859 -0.317 0.837
C -0.403 -4.689 0.161 -1.677
C -0.978 -3.840 -2.856 -1.718
C -4.887 -2.222 0.034 -1.492
C -2.862 -3.676 1.920 -1.872
Ce -1.373 -1.586 -0.474 -0.446
Cl -3.981 1.833 -3.406 -0.963
Cl -1.341 -0.388 -2.542 -0.373
Cl -2.751 0.179 0.295 -0.449
H -3.144 -2.247 -3.754 0.286
H -4.254 -1.363 -2.729 0.363
H -4.588 -3.046 -3.132 0.356
H -5.154 -1.349 -0.552 0.348
H -4.892 -1.933 1.079 0.297
H -5.664 -2.976 -0.111 0.362
H -3.284 -2.815 2.429 0.396
H -1.941 -3.938 2.426 0.345
H -3.562 -4.508 2.028 0.328
H -0.116 -4.424 1.174 0.365
H 0.469 -4.570 -0.474 0.339
H -0.682 -5.744 0.152 0.314
H -1.010 -3.059 -3.608 0.381
H -1.346 -4.765 -3.303 0.356
H 0.064 -3.986 -2.587 0.296
O 0.518 -1.629 -0.834 -0.219
H 1.022 -1.786 -0.020 -0.009
C 0.020 1.905 4.216 -1.747
C 0.114 2.531 2.817 1.933
C -1.299 2.899 2.331 -1.138
C 0.999 3.788 2.879 -1.397
O 0.636 1.678 2.027 -0.388
Si 1.036 1.207 0.551 -2.104
O -0.192 0.418 -0.113 2.179
O 1.421 2.484 -0.352 0.275
C 1.270 3.216 -1.393 2.158
C 0.238 2.594 -2.347 -1.622
C 0.792 4.612 -0.966 -1.631
C 2.615 3.339 -2.129 -1.820
O 2.305 0.228 0.643 -0.227
C 3.538 -0.061 0.473 1.643
C 3.722 -0.771 -0.880 -1.192
C 4.399 1.213 0.510 -1.455
C 3.982 -0.994 1.610 -1.647
H -0.434 2.617 4.937 0.363
H 1.030 1.625 4.585 0.332
H -0.604 0.985 4.188 0.299
H -1.768 3.643 3.009 0.456
H -1.264 3.329 1.309 0.085
H -1.945 1.997 2.307 0.137
H 2.022 3.528 3.227 0.280
H 1.082 4.255 1.878 0.038
H 0.566 4.537 3.577 0.434
H -0.747 2.489 -1.843 0.379
H 0.101 3.229 -3.248 0.392
H 0.588 1.595 -2.680 0.276
H 1.537 5.090 -0.294 0.328
H 0.657 5.268 -1.852 0.409
H -0.179 4.547 -0.431 0.242
H 3.379 3.806 -1.471 0.381
H 2.980 2.339 -2.445 0.255
H 2.509 3.973 -3.036 0.400
H 3.374 -0.123 -1.714 0.193
H 4.792 -1.021 -1.051 0.489
H 3.150 -1.721 -0.915 0.126
H 4.270 1.749 1.473 0.278
H 5.474 0.961 0.383 0.449
H 4.116 1.897 -0.312 0.118
H 3.855 -0.493 2.594 0.297
H 3.370 -1.922 1.613 0.260
H 5.050 -1.278 1.493 0.338
```

Entry 3:
DFT (ωB97M-V with the def2-TZVPD basis set) results for a molecular structure, C22H43CeN2OP2S at a distorted geometry.

The HOMO energy (spin up / spin down) comes out at -17.56 / -17.56 eV. The spin multiplicity is 1. The net charge is +3. The value obtained for the HOMO-LUMO gap (spin up / spin down) is 0.24302 / 0.24279 Ha. The calculation puts the total energy at -70852.99729 eV.

```
72
Properties=species:S:1:pos:R:3:mulliken_charge:R:1
Ce -0.740 -0.185 -0.608 0.265
P 0.109 -2.882 -1.064 0.589
P 0.059 2.557 -0.706 0.765
N 1.752 -0.092 -1.879 -0.306
C 1.766 -2.652 -1.881 -0.876
H 2.375 -3.492 -1.497 0.413
H 1.564 -2.875 -2.940 0.547
C 2.571 -1.351 -1.679 -1.030
H 3.259 -1.418 -0.817 0.328
H 3.190 -1.264 -2.579 0.564
C 2.545 1.129 -1.477 -1.022
H 3.201 1.170 -2.349 0.524
H 3.186 1.080 -0.576 0.339
C 1.727 2.433 -1.531 -0.917
H 1.533 2.781 -2.558 0.574
H 2.326 3.224 -1.048 0.391
C 0.333 3.524 0.875 0.634
C -0.844 3.366 1.851 -1.312
H -0.505 3.633 2.863 0.404
H -1.232 2.344 1.909 0.197
H -1.683 4.033 1.594 0.341
C -1.007 3.587 -1.839 0.461
C -2.421 3.792 -1.278 -1.381
H -3.061 4.222 -2.061 0.469
H -2.437 4.489 -0.431 0.254
H -2.889 2.851 -0.959 0.265
C -0.986 -3.745 -2.299 0.578
C -2.390 -4.013 -1.739 -1.406
H -3.049 -4.346 -2.552 0.469
H -2.850 -3.117 -1.301 0.264
H -2.394 -4.806 -0.980 0.261
C 0.404 -4.043 0.371 0.507
C -0.709 -3.920 1.422 -1.042
H -0.453 -4.542 2.291 0.505
H -1.680 -4.268 1.042 0.225
H -0.834 -2.894 1.790 -0.036
C -3.003 -0.103 0.584 0.366
C -0.393 4.897 -2.328 -1.465
H -0.356 5.662 -1.543 0.250
H 0.614 4.771 -2.737 0.348
H -1.018 5.298 -3.138 0.467
C -0.395 -4.982 -2.971 -1.461
H -1.043 -5.275 -3.808 0.459
H 0.600 -4.807 -3.387 0.355
H -0.340 -5.842 -2.294 0.258
C 0.681 -5.514 0.042 -1.657
H 1.083 -6.002 0.944 0.479
H -0.233 -6.063 -0.226 0.313
H 1.425 -5.649 -0.749 0.389
C 0.723 5.000 0.727 -1.617
H -0.148 5.641 0.520 0.327
H 1.146 5.346 1.683 0.447
H 1.485 5.174 -0.041 0.371
H 1.199 2.994 1.310 0.296
H 1.328 -3.629 0.812 0.473
H -1.094 2.918 -2.714 0.461
H -1.088 -2.970 -3.079 0.423
O -3.992 -0.055 1.194 -0.131
H 1.928 -0.002 -2.875 0.384
H -2.036 -0.077 -1.869 0.100
S 1.171 -0.364 1.508 -0.209
C 0.685 0.293 3.038 0.507
N -0.539 -0.084 3.561 0.140
C -0.987 0.376 4.769 -0.285
C -0.198 1.261 5.500 -0.603
C 1.054 1.647 4.986 -0.431
C 1.491 1.158 3.774 -0.522
H -1.115 -0.720 3.025 0.085
H -1.959 0.009 5.078 0.454
H -0.557 1.635 6.441 0.488
H 1.687 2.337 5.560 0.454
H 2.459 1.412 3.321 0.483
```

Question: net charge of number 3 (C22H43CeN2OP2S)?
Answer: +3